1.
ORCA calculation (ωB97M-V/def2-TZVPD) on a cluster of 22 separate species, C32H19Cl84IO5S in total at a distorted geometry.

The geometry in XYZ format:
```
142
Properties=species:S:1:pos:R:3:forces:R:3:lowdin_charge:R:1
C -1.363 9.990 0.621 0.2737 1.3101 -0.3842 -0.114
C -1.129 9.598 -0.918 0.7832 -0.1264 0.7694 -0.235
C -0.987 8.022 -1.211 0.2624 0.3708 -0.2849 -0.245
C -1.568 7.796 -2.720 0.6921 1.0606 0.4977 -0.070
C -1.707 7.060 -0.140 -0.3511 -2.4857 -0.7935 -0.125
O -2.314 6.038 -1.023 0.1820 -2.7559 -0.6687 -0.062
C -1.549 4.837 -1.209 -0.8047 0.9166 0.1957 -0.369
O -1.796 3.850 -1.915 1.2568 4.3733 3.0958 0.097
O -0.406 5.061 -0.341 -1.0540 -0.3829 -0.4920 -0.061
C -0.780 6.016 0.702 0.7520 0.9553 -1.0134 -0.350
C 0.431 6.754 1.450 0.5811 0.0181 -0.5989 -0.170
C 1.896 6.312 0.967 0.1742 2.4896 0.4432 -0.698
C 2.942 7.275 1.778 -0.2916 -0.2899 0.4744 -0.201
I 2.433 4.259 1.459 -0.4175 0.6800 -0.5164 0.896
S -1.767 4.894 1.862 -5.0077 -0.1609 4.8340 0.784
C -1.315 3.091 1.648 -0.1446 -1.1853 -1.2675 -0.156
O -3.266 4.977 1.597 4.0409 -0.0852 -0.7935 -0.422
O -1.567 5.230 3.320 1.1757 -0.3426 -3.3203 -0.372
H -0.385 9.906 1.234 -1.7280 -0.1538 -0.8661 0.085
H -2.251 9.478 1.121 1.3807 0.5429 -0.6467 0.079
H -1.609 11.122 0.631 0.3310 -1.8235 0.0716 0.028
H -0.121 10.076 -1.224 -1.7314 -0.6243 0.2980 0.095
H -1.951 10.058 -1.568 1.0957 -0.7836 0.9414 0.097
H 0.128 7.713 -1.240 -1.6710 0.5984 0.1353 0.145
H -1.207 6.827 -3.196 -0.7950 1.3037 0.7037 0.054
H -1.132 8.682 -3.327 -0.6209 -1.4894 0.8723 0.072
H -2.703 7.932 -2.716 1.5946 -0.5189 -0.1079 0.104
H -2.561 7.450 0.504 1.2354 -0.3464 -1.0289 0.167
H 0.331 7.878 1.188 0.2029 -1.8268 0.3746 0.113
H 0.398 6.694 2.589 -0.3929 -0.3093 -1.5893 0.122
H 2.009 6.592 -0.137 -0.1456 -1.1776 1.4343 0.092
H 2.381 7.761 2.657 0.8452 -0.6384 -1.2938 0.065
H 3.785 6.656 2.253 -1.2049 1.1549 -1.0491 0.007
H 3.361 8.113 1.126 -0.5830 -1.2446 0.7761 0.083
H -1.382 2.534 2.652 0.2272 1.5075 -1.3089 0.084
H -0.316 2.934 1.121 -1.2773 0.4139 0.9712 0.007
H -2.127 2.623 0.968 1.2222 1.0814 1.0077 0.091
C 2.784 0.400 3.390 0.0768 -0.1123 0.2068 -1.986
Cl 4.064 1.045 2.339 -0.1999 -0.1077 0.1084 0.477
Cl 1.195 0.821 2.714 0.2348 -0.0551 0.0721 0.504
Cl 2.932 -1.366 3.487 0.3342 0.4630 0.0432 0.499
Cl 2.939 1.101 5.016 -0.1260 -0.2160 -0.3421 0.521
C -0.460 -4.090 2.747 -0.1225 0.1861 0.0904 -1.977
Cl -0.275 -4.886 1.170 -0.6578 -0.1928 0.4556 0.443
Cl 0.509 -4.950 3.962 -0.1201 0.1239 -0.2262 0.536
Cl 0.099 -2.409 2.623 -0.3799 -0.4709 -0.0971 0.489
Cl -2.170 -4.115 3.226 0.4270 -0.0841 -0.1233 0.508
C 2.158 -8.396 -0.184 0.0556 -0.1127 -0.2286 -1.983
Cl 3.453 -7.752 -1.217 -0.2292 -0.0679 0.2041 0.522
Cl 0.577 -7.952 -0.864 0.3274 -0.0588 0.1658 0.490
Cl 2.291 -10.166 -0.104 -0.0651 0.6171 -1.0250 0.494
Cl 2.311 -7.712 1.450 -0.0266 0.0462 -0.2718 0.496
C -5.937 -6.079 4.395 0.0159 -0.0923 0.0540 -2.013
Cl -6.091 -5.865 6.151 0.0205 -0.0196 -0.3065 0.524
Cl -4.836 -7.432 4.056 -0.1715 0.2498 0.0319 0.522
Cl -7.534 -6.426 3.698 0.2792 0.1016 0.0959 0.519
Cl -5.288 -4.592 3.671 -0.2870 -0.2159 0.1188 0.457
C 3.563 -3.657 -1.015 0.0543 -0.1006 -0.1669 -1.988
Cl 2.083 -4.260 -0.240 0.7431 0.3486 -0.3412 0.447
Cl 4.977 -4.187 -0.078 -0.4691 0.2086 -0.2634 0.482
Cl 3.671 -4.301 -2.668 0.0916 0.1519 0.2661 0.498
Cl 3.523 -1.882 -1.072 -0.0192 -0.2908 0.0416 0.529
C 0.639 -4.543 -5.760 0.0814 0.0305 0.1826 -1.982
Cl 0.601 -2.777 -5.934 0.0410 -0.3986 -0.0241 0.518
Cl 0.603 -4.971 -4.037 -0.0852 -0.0734 -0.4292 0.485
Cl -0.784 -5.250 -6.572 -0.0204 0.1728 0.9247 0.478
Cl 2.130 -5.178 -6.489 -0.0959 0.1070 0.4434 0.510
C -7.180 4.977 0.737 0.1998 -0.1575 -0.0946 -2.022
Cl -7.274 6.738 0.518 -0.0002 -0.2435 0.0387 0.509
Cl -7.194 4.594 2.472 -0.0074 0.0710 -0.2724 0.515
Cl -8.575 4.207 -0.051 0.1473 0.1261 0.1296 0.506
Cl -5.678 4.371 0.010 -0.4699 0.1612 0.0871 0.547
C 2.276 -12.168 3.523 -0.0287 0.0844 0.1301 -1.992
Cl 2.328 -10.574 2.739 0.0030 -0.6880 1.1815 0.446
Cl 1.727 -11.985 5.205 0.0070 -0.2155 -0.5368 0.499
Cl 1.148 -13.223 2.644 0.1595 0.1635 0.0892 0.524
Cl 3.898 -12.893 3.503 -0.3230 -0.0296 -0.0697 0.502
C -3.638 -8.215 -1.391 -0.0195 -0.0130 -0.0435 -2.020
Cl -2.597 -7.052 -0.544 -0.2696 -0.1046 -0.0894 0.476
Cl -5.296 -8.091 -0.764 0.2736 -0.0118 -0.0827 0.512
Cl -3.633 -7.855 -3.131 0.0144 -0.0468 0.2978 0.520
Cl -3.025 -9.861 -1.125 -0.0888 0.2887 -0.0368 0.519
C 0.917 -5.523 -10.751 0.0091 -0.0512 0.1025 -1.988
Cl -0.476 -5.927 -11.778 0.2462 0.0659 0.1358 0.526
Cl 2.109 -6.840 -10.824 -0.4633 0.0690 0.5081 0.489
Cl 1.660 -4.014 -11.328 -0.1438 -0.1533 0.1128 0.506
Cl 0.373 -5.309 -9.072 0.0961 -0.1384 -1.4583 0.457
C -2.884 4.591 -5.628 -0.0568 -0.1285 0.0983 -2.015
Cl -1.957 3.184 -5.067 -0.1821 0.2568 -0.1510 0.521
Cl -3.683 4.200 -7.166 0.1320 0.0820 0.2300 0.517
Cl -4.109 5.015 -4.414 0.2484 -0.0533 -0.1977 0.533
Cl -1.785 5.968 -5.866 -0.1478 -0.1937 -0.0378 0.526
C -1.976 -1.586 -3.233 0.0491 -0.0630 -0.0359 -1.988
Cl -2.730 -2.594 -4.487 0.0948 0.1570 0.2423 0.522
Cl -1.000 -2.610 -2.157 -0.2061 0.2983 -0.0715 0.500
Cl -0.934 -0.367 -3.998 -0.1910 -0.1080 0.1870 0.504
Cl -3.242 -0.772 -2.290 0.7859 0.2705 -0.4969 0.484
C 5.059 -10.586 6.875 -0.0054 -0.0131 -0.0054 -2.006
Cl 6.074 -9.424 7.757 -0.1503 -0.1875 -0.1264 0.522
Cl 3.391 -10.493 7.479 0.4510 0.1750 0.1961 0.493
Cl 5.084 -10.194 5.143 0.0361 0.0743 0.3643 0.503
Cl 5.688 -12.229 7.121 -0.1574 0.2838 -0.0540 0.493
C 8.025 -3.430 3.136 0.0202 0.0408 0.0478 -2.019
Cl 7.281 -4.447 1.883 0.3740 0.0748 0.3933 0.482
Cl 8.999 -4.445 4.221 -0.1748 0.1703 -0.1942 0.519
Cl 9.067 -2.213 2.369 -0.1886 -0.2119 0.1235 0.520
Cl 6.751 -2.616 4.070 0.1893 -0.1316 -0.1796 0.509
C 8.318 -15.139 7.098 0.0567 0.0036 -0.0161 -2.034
Cl 6.973 -15.542 6.009 0.2110 0.0857 0.1868 0.504
Cl 9.537 -16.430 7.037 -0.2158 0.2178 0.0119 0.517
Cl 9.056 -13.604 6.588 -0.1189 -0.2877 0.0852 0.505
Cl 7.707 -14.979 8.759 0.0841 -0.0139 -0.2846 0.509
C -6.678 -2.677 -0.017 0.0142 0.0544 -0.0346 -1.991
Cl -5.385 -2.031 -1.052 -0.7034 -0.5109 0.4991 0.469
Cl -8.259 -2.230 -0.694 0.2349 -0.0699 0.1444 0.526
Cl -6.546 -4.448 0.059 0.0084 0.2616 -0.0089 0.503
Cl -6.521 -1.999 1.617 0.0871 -0.0776 -0.6458 0.472
C 0.045 12.780 -3.228 -0.0107 -0.0884 -0.0604 -1.998
Cl 0.045 14.348 -4.060 -0.0045 -0.2965 0.1808 0.532
Cl -0.497 13.001 -1.549 0.2943 -0.0131 -1.0206 0.477
Cl -1.057 11.665 -4.066 0.1687 0.1827 0.0893 0.532
Cl 1.689 12.105 -3.235 -0.2605 0.0837 0.0116 0.521
C -1.359 15.355 1.958 -0.0458 0.1428 0.1103 -2.006
Cl -1.141 13.863 1.016 -0.2010 0.4114 0.8924 0.469
Cl 0.022 16.436 1.678 -0.2393 -0.2191 0.0282 0.525
Cl -2.857 16.162 1.449 0.2740 -0.1679 0.0739 0.525
Cl -1.458 14.955 3.685 0.0217 0.0539 -0.3185 0.524
C 4.870 5.183 5.304 0.0075 -0.0529 0.0031 -2.003
Cl 5.057 3.698 4.347 0.0514 0.3937 0.1922 0.464
Cl 6.272 6.242 5.036 -0.2341 -0.1500 0.0344 0.523
Cl 3.387 6.026 4.808 0.2747 -0.2277 0.3568 0.533
Cl 4.764 4.766 7.028 0.0175 0.0601 -0.2862 0.524
C 4.600 -6.643 -14.357 -0.0968 0.0866 -0.0399 -2.014
Cl 3.815 -7.662 -15.583 0.1367 0.1525 0.1953 0.516
Cl 5.588 -7.660 -13.285 -0.1576 0.1543 -0.1533 0.514
Cl 5.638 -5.445 -15.160 -0.1399 -0.2052 0.1207 0.515
Cl 3.359 -5.806 -13.400 0.5948 -0.0459 -0.7259 0.466
C -9.307 -0.971 4.288 0.0092 0.0237 0.0102 -2.017
Cl -10.674 -1.375 3.228 0.2425 0.0553 0.1624 0.518
Cl -8.107 -2.281 4.230 -0.3880 0.1536 0.4092 0.464
Cl -8.557 0.543 3.738 -0.1161 -0.2560 0.0720 0.513
Cl -9.888 -0.773 5.955 0.0856 -0.0275 -0.2689 0.519
```
Positions in Å, forces in eV/Å.

As for the LUMO energy: -0.284 eV. The HOMO-LUMO gap comes out at 9.39 eV.



2.
ORCA calculation (ωB97M-V/def2-TZVPD) on a cluster of 2 separate species, C7H16BrOP in total at a distorted geometry.

The geometry in XYZ format:
```
26
Properties=species:S:1:pos:R:3:forces:R:3:lowdin_charge:R:1
C 1.958 1.113 1.843 -2.1826 -0.4767 2.1637 -0.065
C -0.020 -0.623 2.355 -0.9084 2.3439 2.3326 -0.131
C -0.749 0.558 -2.746 -0.4494 -0.8432 -2.1052 -0.137
C -1.931 1.276 -0.630 2.3287 -0.4851 1.2151 -0.118
C 0.552 -2.640 -0.635 0.7183 2.0753 1.7987 -0.602
C 0.561 0.511 1.519 -1.8195 -0.2896 -2.0934 -0.452
C -1.065 0.206 -1.341 -2.0222 -0.9116 1.6343 -0.509
O 1.635 0.646 -1.021 0.3844 0.1567 -0.3186 -0.365
P 0.504 0.011 -0.323 0.3320 -3.1174 -0.9465 0.897
Br 2.424 -3.127 -0.902 -0.5281 0.2020 0.3060 0.465
H 1.858 2.082 2.364 -0.0407 -0.4694 -0.1908 0.090
H 2.482 0.418 2.505 0.0933 0.0993 -0.1738 0.085
H 2.464 1.252 0.955 1.3034 0.3017 -1.7306 0.019
H -0.177 -0.169 3.419 0.3575 -1.1112 -1.5976 0.117
H 0.700 -1.370 2.375 1.1500 -1.7181 0.4405 0.038
H -0.998 -1.047 2.073 0.4272 0.4096 -0.3544 0.079
H -0.903 1.590 -2.898 0.6213 1.5499 -0.0752 0.058
H 0.266 0.241 -2.946 0.1431 0.2555 -0.6532 0.063
H -1.465 0.161 -3.559 0.9905 -0.1463 1.5525 0.115
H -1.274 2.138 -0.294 -1.1995 -0.4614 -0.9921 0.103
H -2.305 0.856 0.285 -0.2356 -0.2621 0.6923 0.057
H -2.784 1.451 -1.208 -1.1122 1.1113 -1.0391 0.059
H 0.060 -3.008 -1.520 -0.5294 0.2887 -0.0223 -0.047
H 0.172 -3.011 0.356 0.4636 0.1716 -1.2949 -0.022
H -0.271 1.226 1.398 0.6152 0.5345 0.5668 0.078
H -1.693 -0.740 -1.423 1.0988 0.7922 0.8851 0.125
```
Positions in Å, forces in eV/Å.

For the energy relative to the best compared isomer or geometry (same formula, charge and spin), the calculation gives 9.3 kcal/mol. As for the LUMO energy (alpha / beta): 0.226 / 0.226 eV. The HOMO-LUMO gap (alpha / beta) comes out at 8.30 / 8.30 eV.



3.
ORCA calculation (ωB97M-V/def2-TZVPD) on a structure of composition C18H26NPSe2W at a distorted geometry.

The geometry in XYZ format:
```
49
Properties=species:S:1:pos:R:3:forces:R:3:lowdin_charge:R:1
W -0.064 -0.067 0.099 -1.9640 0.9385 -0.6764 0.907
C -1.238 -2.467 -2.486 -0.0216 0.1813 -0.1557 -0.324
Se -0.508 -2.500 -0.678 0.5943 -0.7787 -0.2055 0.960
C 1.350 -3.113 -1.060 -0.0726 0.0719 0.1584 -0.467
C 2.268 -2.049 -1.624 0.0801 0.0465 -0.1465 -0.472
Se 2.519 -0.519 -0.381 -0.7054 0.1285 -0.6727 0.954
C 2.747 0.891 -1.715 -0.0185 0.2128 -0.2279 -0.328
H -1.035 -3.421 -2.971 0.0915 0.0133 0.1809 0.051
H -0.824 -1.640 -3.055 -0.0098 -0.0398 0.0165 0.031
H -2.316 -2.357 -2.376 0.1019 0.0448 0.0527 0.038
H 1.262 -3.954 -1.753 -0.0575 0.1133 0.0639 0.092
H 1.725 -3.503 -0.110 -0.1140 0.0107 -0.0530 0.069
H 1.884 -1.636 -2.561 0.0904 -0.0017 0.1416 0.080
H 3.261 -2.476 -1.802 -0.1466 0.0886 0.0140 0.091
H 3.654 0.715 -2.289 -0.0056 -0.0926 0.0647 0.049
H 2.829 1.842 -1.188 -0.0010 -0.1701 0.0427 0.037
H 1.868 0.910 -2.361 0.1635 -0.0273 0.0575 0.032
N -1.099 0.790 -1.070 3.4199 -2.4150 2.6861 -0.175
C -1.932 1.522 -1.796 -2.0917 2.0559 -1.6650 -0.381
C -2.751 0.965 -2.802 0.5791 -0.1188 0.6525 -0.017
C -3.624 1.760 -3.508 -0.1414 0.2444 -0.0985 -0.057
C -3.704 3.122 -3.246 0.0927 -0.1022 0.0996 -0.043
C -2.910 3.684 -2.252 -0.1829 0.1651 -0.1710 -0.059
C -2.034 2.909 -1.532 0.2580 -0.8052 0.0538 -0.021
H -2.693 -0.096 -2.987 -0.0261 -0.0697 -0.0787 0.087
H -4.259 1.319 -4.261 -0.0010 -0.0305 -0.0672 0.118
H -4.386 3.740 -3.809 -0.0555 0.0469 -0.0168 0.118
H -2.986 4.738 -2.036 0.0052 0.1114 -0.0100 0.117
H -1.407 3.321 -0.753 -0.0152 0.1205 0.0032 0.105
C -0.921 1.929 3.237 -0.0403 -0.0390 -0.2678 -0.208
P 0.358 1.335 2.074 0.5141 -0.0914 0.5467 0.798
C 1.832 2.304 2.548 -0.1774 -0.0965 -0.1748 -0.222
C 0.708 -0.398 2.575 -0.2874 0.1392 0.0410 -0.489
C 1.981 -0.870 2.910 0.0248 -0.1288 0.1118 -0.111
C 2.171 -2.209 3.214 -0.0120 0.2686 -0.0938 -0.027
C 1.109 -3.103 3.153 -0.2407 0.0486 -0.0778 -0.028
C -0.154 -2.660 2.790 0.0024 -0.1832 0.0049 -0.071
C -0.366 -1.313 2.493 0.1820 0.2752 0.1068 -0.207
H -1.884 1.455 3.047 0.0330 0.0213 -0.0041 0.052
H -1.033 3.006 3.099 -0.0416 -0.0127 -0.0329 0.062
H -0.612 1.735 4.265 0.0622 -0.0124 -0.0891 0.072
H 2.016 2.184 3.617 0.0028 0.0070 -0.0421 0.072
H 1.633 3.357 2.346 -0.0003 -0.0181 -0.0191 0.063
H 2.715 2.008 1.979 -0.0748 -0.0131 0.0224 0.046
H 2.816 -0.186 2.972 0.0306 0.0108 -0.0153 0.109
H 3.150 -2.555 3.506 0.1254 -0.0393 0.0555 0.127
H 1.263 -4.140 3.410 -0.0105 -0.0787 0.0052 0.128
H -0.985 -3.352 2.770 -0.0289 -0.0044 -0.0113 0.127
H -1.393 -0.958 2.361 0.0903 0.0041 -0.1093 0.118
```
Positions in Å, forces in eV/Å.

Its total charge is +2. As for the LUMO energy (alpha / beta): -7.510 / -7.649 eV. The HOMO-LUMO gap (alpha / beta) comes out at 6.23 / 6.17 eV.



no.,DFT total energy (hartree),M (g mol⁻¹)
1,-40958.49327,3620.52
2,-3266.82285,227.08
3,-5966.96596,629.15